DFT (ωB97M-V/def2-TZVPD) results for C16H24N4O2Ru as an isolated structure at a distorted geometry.

Its lowest unoccupied orbital energy (alpha / beta) is -2.699 / -4.721 eV. The charge is +1. The spin multiplicity is 6. As for the HOMO energy (alpha / beta): -0.3877 / -0.4311 Ha. The energy comes out at -29610.1380 eV.

Element x y z (Å)
Ru: 1.016 -0.814 -0.455
C: 4.825 -1.049 1.751
C: 3.372 -0.831 1.502
O: 2.962 -1.078 0.343
C: 2.540 -0.459 2.672
C: 1.130 -0.293 2.832
C: 0.565 0.153 4.080
N: 0.321 -0.692 1.837
N: -1.001 -0.654 2.023
C: -1.731 -0.771 0.820
O: -1.185 -1.035 -0.258
C: -3.194 -0.540 0.875
C: -3.816 -0.108 2.067
C: -5.213 0.115 2.087
C: -5.905 -0.069 0.877
C: -5.259 -0.460 -0.294
C: -3.919 -0.774 -0.296
H: 5.256 -0.144 2.208
H: 5.356 -1.323 0.840
H: 4.910 -1.971 2.357
H: 3.163 -0.198 3.483
H: 0.079 -0.713 4.407
H: -0.306 0.765 3.891
H: 1.240 0.650 4.820
H: -3.099 0.035 2.868
H: -5.720 0.364 2.971
H: -6.962 0.113 0.910
H: -5.815 -0.811 -1.101
H: -3.444 -1.396 -1.035
N: 0.798 -1.516 -2.808
C: 1.077 -0.462 -3.821
C: 0.185 0.770 -3.443
C: 1.004 2.064 -3.186
C: 1.973 2.018 -2.079
N: 1.488 1.533 -0.794
H: 1.441 -2.327 -2.972
H: -0.134 -1.875 -2.921
H: 0.808 -0.851 -4.845
H: 2.135 -0.170 -3.750
H: -0.445 0.536 -2.557
H: -0.536 0.935 -4.247
H: 0.346 2.912 -2.954
H: 1.484 2.278 -4.101
H: 2.429 3.016 -1.947
H: 2.774 1.319 -2.220
H: 0.810 2.119 -0.311
H: 2.199 1.689 -0.128